Entry from the OMol25 dataset: C10H12MnN6O3 as an isolated structure (ωB97M-V with the def2-TZVPD basis set).

**LUMO energy (spin up / spin down)**: -0.41 / -0.41 eV
**Net charge**: 0
**Multiplicity**: 2
**ΔE to the lowest compared entry with this formula, charge and spin**: 27.6 kJ/mol

Structure (XYZ):
```
32
Properties=species:S:1:pos:R:3:lowdin_charge:R:1
Mn 0.609 0.785 -0.783 0.729
N 2.905 0.371 -0.537 -0.012
C 2.984 -0.074 0.872 -0.166
C 2.076 0.806 1.738 -0.564
O 2.511 1.285 2.783 0.011
N 0.865 0.987 1.190 -0.068
C 0.084 2.122 1.654 -0.131
C -0.092 3.137 0.480 -0.646
O -0.683 4.185 0.682 0.016
O 0.389 2.731 -0.651 -0.147
H 3.322 1.293 -0.610 0.099
H 3.450 -0.247 -1.126 0.078
H 2.648 -1.111 0.930 0.098
H 3.993 -0.001 1.280 0.112
H -0.922 1.820 1.958 0.108
H 0.575 2.626 2.484 0.112
N -3.329 -0.801 -0.672 0.118
C -3.818 0.483 -0.634 -0.055
C -2.738 1.302 -0.775 -0.073
N -1.616 0.544 -0.910 0.082
C -1.987 -0.719 -0.837 -0.250
C -0.970 -1.734 -0.899 -0.245
N 0.280 -1.381 -1.159 0.057
C 1.030 -2.519 -1.044 -0.114
C 0.231 -3.571 -0.730 -0.064
N -1.042 -3.060 -0.644 0.123
H -3.885 -1.635 -0.607 0.158
H -4.863 0.698 -0.495 0.118
H -2.687 2.379 -0.783 0.126
H 2.093 -2.512 -1.215 0.108
H 0.446 -4.614 -0.583 0.117
H -1.857 -3.573 -0.357 0.161
```

Entry from the OMol25 dataset: an isolated ion of composition C10H12N3O2 and charge +1 (ωB97M-V with the def2-TZVPD basis set).

**LUMO energy**: -2.93 eV
**Net charge**: +1
**SMILES**: CN1C2=[NH+][C@H](O)[C@@H](O)N2c2ccccc21
**Multiplicity**: 1
**ΔE to the lowest compared entry with this formula, charge and spin**: 0.0 kJ/mol

Structure (XYZ):
```
27
Properties=species:S:1:pos:R:3:lowdin_charge:R:1
C 0.366 -2.871 0.125 0.018
N 0.261 -1.480 0.025 -0.020
C -0.939 -0.934 -0.066 -0.061
N -2.227 -1.033 0.033 0.189
C -2.986 0.264 0.008 -0.255
O -3.616 0.386 -1.204 0.017
C -1.835 1.359 0.276 -0.332
O -1.772 1.558 1.617 0.041
N -0.650 0.745 -0.244 0.129
C 0.716 0.826 -0.130 -0.210
C 1.468 1.930 -0.194 0.001
C 2.892 1.795 -0.185 -0.007
C 3.457 0.502 -0.263 -0.016
C 2.634 -0.686 -0.263 0.028
C 1.319 -0.473 -0.047 -0.093
H 1.262 -3.020 -0.317 0.057
H 0.443 -3.079 1.266 0.158
H -0.523 -3.338 -0.296 0.116
H -2.815 -1.821 0.239 0.172
H -3.681 0.251 0.888 0.185
H -2.924 0.793 -1.900 0.195
H -1.923 2.251 -0.320 0.159
H -0.903 1.953 1.927 0.157
H 0.959 2.800 -0.361 0.097
H 3.535 2.625 0.034 0.109
H 4.446 0.333 -0.347 0.069
H 3.035 -1.635 -0.301 0.096
```

Entry from the OMol25 dataset: an isolated ion of composition C10H12N4 and charge +2 (ωB97M-V with the def2-TZVPD basis set).

**LUMO energy (spin up / spin down)**: -7.76 / -9.34 eV
**Net charge**: +2
**Multiplicity**: 3

Structure (XYZ):
```
26
Properties=species:S:1:pos:R:3:lowdin_charge:R:1
C 4.429 0.501 0.149 -0.006
C 3.538 1.509 0.581 -0.040
C 3.933 -0.747 -0.284 -0.031
C 2.202 1.250 0.409 -0.022
C 2.580 -1.080 -0.309 0.036
C 1.654 -0.017 0.048 -0.210
C -1.654 -1.695 -0.305 -0.024
C -3.428 0.179 0.243 -0.321
C -2.844 2.245 -0.966 0.264
C 0.289 -0.173 -0.074 -0.010
N -0.315 -1.342 -0.394 0.108
N -3.133 1.204 -0.490 0.142
N -2.754 -1.023 0.141 0.138
N -4.575 0.075 0.950 0.256
H 5.527 0.611 -0.022 0.144
H 3.981 2.554 0.875 0.168
H 4.727 -1.453 -0.658 0.143
H 1.422 2.140 0.506 0.163
H 2.124 -1.889 -0.717 0.068
H -1.698 -2.707 -0.345 0.117
H -0.185 0.777 0.155 0.127
H -3.083 2.740 -1.891 0.115
H 0.323 -2.187 -0.618 0.208
H -3.389 -1.746 0.549 0.186
H -5.159 0.850 0.764 0.139
H -4.513 -0.578 1.701 0.144
```

Entry from the OMol25 dataset: an isolated ion of composition C10H12NO and charge +1 (ωB97M-V with the def2-TZVPD basis set).

**LUMO energy (spin up / spin down)**: -5.54 / -5.54 eV
**Net charge**: +1
**Multiplicity**: 1
**ΔE to the lowest compared entry with this formula, charge and spin**: 267.3 kJ/mol

Structure (XYZ):
```
24
Properties=species:S:1:pos:R:3:lowdin_charge:R:1
C -4.466 -0.062 -0.116 0.003
C -3.755 1.084 0.317 -0.028
C -3.753 -1.202 -0.440 -0.052
C -2.422 1.003 0.435 -0.003
C -2.381 -1.312 -0.231 0.014
C -1.704 -0.135 0.073 -0.189
C 2.811 0.738 -0.285 -0.102
C 1.568 1.275 -0.349 -0.137
C -0.271 -0.140 0.063 0.092
C 4.763 -0.662 0.124 -0.108
N 3.337 -0.427 0.204 -0.068
O 0.326 1.038 0.072 0.050
H -5.598 -0.154 -0.053 0.152
H -4.290 1.903 0.449 0.075
H -4.346 -2.129 -0.523 0.127
H -1.967 1.883 0.899 0.144
H -1.810 -2.230 -0.225 0.130
H 3.520 1.400 -0.761 0.134
H 1.504 2.280 -0.776 0.136
H 0.357 -0.998 -0.258 0.176
H 5.404 -0.224 0.919 0.095
H 5.117 -1.683 0.229 0.085
H 5.177 -0.246 -0.781 0.083
H 2.879 -1.003 1.015 0.192
```

Number 1: E -2093.55078 Eh. Number 2: E -702.69060 Eh. Number 3: E -606.47733 Eh. Number 4: E -517.88339 Eh.